A molecular structure, C22H30CeN6O2S3 at a distorted geometry. Source: OMol25; level of theory: the ωB97M-V functional and the def2-TZVPD basis.

```
! wB97M-V def2-TZVPD RIJCOSX def2/J DEFGRID3
* xyz 2 1
Ce 0.46851 0.58572 -0.26201
C -2.43454 3.99429 3.42055
S -2.63796 3.91937 1.59620
C -1.16807 3.12742 1.13780
S -0.71759 2.96618 -0.60455
N -0.27320 2.89500 2.04156
N 0.81167 2.28274 1.41664
C 1.93264 2.26986 2.06770
C 3.07508 1.70574 1.34885
C 4.30897 1.78165 1.89537
C 5.41955 1.35173 1.17854
C 5.26949 0.83494 -0.09635
C 3.96158 0.82859 -0.59595
N 2.92308 1.27305 0.10762
H -1.57922 3.39439 3.73638
H -3.33084 3.60883 3.94126
H -2.33165 5.02469 3.74580
H 2.04703 2.85072 3.02986
H 4.40528 2.26737 2.85110
H 6.36772 1.34642 1.72205
H 6.12399 0.56470 -0.71053
H 3.73661 0.43375 -1.58122
O 0.66604 0.46955 -2.36610
N 1.16109 -0.41681 -3.23376
C 0.99599 -0.13284 -4.53486
C 1.54659 -0.99788 -5.41828
C 2.18660 -2.14040 -4.96335
C 2.18591 -2.45704 -3.62516
C 1.62111 -1.55260 -2.74406
S 1.70085 -1.76544 -1.01015
H 0.43717 0.81701 -4.69748
H 1.44072 -0.79689 -6.48333
H 2.60719 -2.82695 -5.68809
H 2.52966 -3.40282 -3.23700
C -2.31381 -0.19467 -1.98959
C -3.78597 -0.60655 -2.10967
N -4.23899 -1.26648 -0.88332
C -3.36738 -2.37294 -0.57368
C -1.91896 -1.78932 -0.10368
N -1.84058 -0.32522 -0.54119
C -2.84138 0.37113 0.30062
C -4.19606 -0.34813 0.21836
H -2.11920 0.86562 -2.25878
H -1.61030 -0.86450 -2.54820
H -3.87840 -1.27766 -2.97357
H -4.47954 0.24070 -2.22570
H -3.24336 -3.01768 -1.39516
H -3.80941 -2.86787 0.31214
H -1.05134 -2.29547 -0.51155
H -1.89660 -1.80702 0.95853
H -3.03839 1.38223 -0.04059
H -2.42454 0.39858 1.30853
H -4.94736 0.45888 0.08414
H -4.47922 -0.81086 1.17418
C -0.42702 -1.58733 3.91008
C 0.45185 -1.41340 2.67750
C 1.71007 -2.18692 2.44408
O 0.10959 -0.67471 1.75907
H 0.14778 -1.40331 4.82718
H -0.78602 -2.61456 3.90437
H -1.21180 -0.85360 3.80373
H 1.44280 -3.05746 1.85943
H 2.11249 -2.52339 3.37110
H 2.47400 -1.66211 1.85655
*
```

Summary:
* strongest force on any atom: 2.76 eV/A
* lowest unoccupied orbital energy (alpha / beta): -7.047 / -7.050 eV
* HOMO level (alpha / beta): -13.368 / -13.368 eV
* frontier orbital gap (alpha / beta): 6.32 / 6.32 eV